(1)
DFT (wB97M-V/def2-TZVPD) results for a structure of composition C20H29LuN3P2S at a distorted geometry.

For the LUMO energy (alpha / beta), the calculation gives -3.15 / -3.09 eV. The energy above the lowest of the compared OMol25 structures with the same formula, charge and spin is 7.52 kJ/mol. The HOMO energy (alpha / beta) comes out at -7.854 / -8.088 eV. The spin multiplicity is 1. For the gap between HOMO and LUMO (alpha / beta), the calculation gives 4.70 / 5.00 eV. Its net charge is +1. The total energy comes out at -88706.6728 eV.

```
56
C20H29LuN3P2S (wB97M-V/def2-TZVPD)
C 5.20 0.26 -0.51
C 4.10 0.69 0.22
C 3.38 1.82 -0.24
C 3.78 2.52 -1.42
C 4.93 2.05 -2.12
C 5.61 0.93 -1.68
C 2.95 3.54 -1.88
C 1.98 4.13 -1.06
C 1.60 3.42 0.12
C 0.59 3.93 0.98
C -0.08 5.08 0.60
C 0.25 5.77 -0.58
C 1.28 5.33 -1.38
H 5.74 -0.61 -0.17
H 5.25 2.60 -3.00
H 6.47 0.55 -2.23
H 3.25 4.08 -2.79
H -0.88 5.45 1.25
H -0.30 6.68 -0.83
H 1.59 5.88 -2.27
N 2.17 2.17 0.35
Lu 0.63 0.86 -0.28
C 3.61 -0.08 1.43
H 3.36 0.59 2.26
H 4.36 -0.81 1.76
C 0.21 3.18 2.25
H 1.10 2.88 2.81
H -0.43 3.80 2.89
P 2.07 -1.03 1.01
P -0.75 1.62 1.88
C -2.39 2.34 1.53
H -3.09 1.52 1.32
H -2.75 2.92 2.39
H -2.35 2.99 0.65
C -0.96 0.91 3.53
H -1.43 1.64 4.21
H -1.61 0.03 3.45
H 0.01 0.61 3.94
C 2.77 -2.33 -0.07
H 3.61 -2.82 0.42
H 1.99 -3.07 -0.29
H 3.11 -1.89 -1.02
C 1.77 -1.95 2.54
H 0.94 -2.65 2.38
H 2.66 -2.51 2.84
H 1.48 -1.26 3.35
H 1.24 1.66 -2.08
H -0.20 -1.71 -1.35
N -2.41 -3.23 -1.89
C -2.46 -2.37 -0.86
N -3.62 -2.25 -0.20
S -1.05 -1.52 -0.29
H -3.21 -3.80 -2.14
H -1.54 -3.36 -2.40
H -3.70 -1.62 0.58
H -4.43 -2.81 -0.45
```

***

(2)
DFT (wB97M-V/def2-TZVPD) results for a cluster of 2 separate species, CHF2NO2 in total at a distorted geometry.

For the LUMO energy (alpha / beta), the calculation gives -0.63 / -0.56 eV. The energy above the lowest of the compared OMol25 structures with the same formula, charge and spin is 329.81 kJ/mol. The HOMO energy (alpha / beta) comes out at -10.618 / -9.004 eV. The spin multiplicity is 1. For the gap between HOMO and LUMO (alpha / beta), the calculation gives 9.99 / 8.45 eV. The total energy comes out at -12067.0125 eV.

```
7
CHF2NO2 (wB97M-V/def2-TZVPD)
C -0.67 0.24 -0.47
N 1.07 -0.57 1.13
O -0.80 -0.83 -0.93
O -1.28 1.38 -0.75
F 2.14 -0.55 0.28
F 0.52 -1.79 0.93
H -0.99 2.12 -0.19
```

***

(3)
DFT (wB97M-V/def2-TZVPD) results for a cluster of 2 separate species, C5H13NO in total at a distorted geometry.

Its SMILES is CN1CCCC1.O. For the LUMO energy, the calculation gives 0.89 eV. The energy above the lowest of the compared OMol25 structures with the same formula, charge and spin is 310.53 kJ/mol. The HOMO energy comes out at -8.772 eV. The spin multiplicity is 1. For the gap between HOMO and LUMO, the calculation gives 9.66 eV. The total energy comes out at -8930.7925 eV.

```
20
C5H13NO (wB97M-V/def2-TZVPD)
C 2.75 -0.98 0.80
N 1.89 -0.02 1.51
C 0.50 -0.62 1.82
C -0.38 -0.62 0.58
C 0.17 0.75 -0.13
C 1.52 1.08 0.54
H 2.52 -1.05 -0.27
H 3.75 -0.51 1.01
H 2.94 -1.99 1.40
H 0.41 -1.61 2.12
H 0.02 -0.10 2.69
H -0.21 -1.52 -0.18
H -1.54 -0.40 0.74
H -0.48 1.56 0.01
H 0.47 0.53 -1.23
H 1.68 1.91 1.22
H 2.33 0.97 -0.31
O -6.32 0.95 -3.71
H -5.95 1.54 -4.37
H -6.05 0.13 -4.24
```

***

(4)
DFT (wB97M-V/def2-TZVPD) results for a structure of composition C38H55AgAsF6N3O21 at a distorted geometry.

For the LUMO energy, the calculation gives -1.64 eV. The energy above the lowest of the compared OMol25 structures with the same formula, charge and spin is 0.00 kJ/mol. The HOMO energy comes out at -9.911 eV. The spin multiplicity is 1. For the gap between HOMO and LUMO, the calculation gives 8.27 eV. The total energy comes out at -168902.1882 eV.

```
125
C38H55AgAsF6N3O21 (wB97M-V/def2-TZVPD)
Ag 0.58 0.04 -0.58
As 2.84 -2.33 -3.12
F 1.95 -1.50 -4.49
F 3.92 -0.88 -2.95
F 3.63 -3.17 -1.75
F 1.74 -3.68 -3.32
F 3.94 -3.14 -4.27
F 1.65 -1.55 -1.98
C -2.07 1.70 -5.05
C -2.78 0.67 -5.61
C -2.92 0.63 -6.99
C -2.28 1.54 -7.81
C -1.60 2.59 -7.21
C -1.48 2.71 -5.80
N -2.49 1.51 -9.28
O -3.30 0.71 -9.78
O -1.80 2.17 -10.03
H -1.94 1.73 -3.98
H -3.36 -0.05 -5.04
H -3.56 -0.14 -7.41
H -1.12 3.35 -7.81
H -0.92 3.52 -5.38
C -3.92 -0.78 2.33
C -4.01 -1.36 1.07
C -5.22 -1.36 0.38
C -6.36 -1.06 1.11
C -6.26 -0.53 2.42
C -5.06 -0.45 3.05
N -7.72 -1.05 0.46
O -7.73 -1.11 -0.76
O -8.72 -0.86 1.15
H -2.97 -0.77 2.85
H -3.15 -1.69 0.51
H -5.18 -1.78 -0.61
H -7.15 -0.34 2.99
H -5.03 -0.11 4.07
C -1.79 1.11 6.05
C -2.81 1.86 5.40
C -2.64 2.14 4.03
C -1.49 1.68 3.38
C -0.51 0.93 4.06
C -0.67 0.64 5.32
N -1.28 1.88 1.89
O -0.20 1.64 1.28
O -2.28 2.21 1.23
H -1.88 0.88 7.10
H -3.72 2.14 5.91
H -3.37 2.77 3.54
H 0.39 0.62 3.56
H 0.20 0.18 5.76
C 4.71 -2.04 7.17
C 3.64 -1.74 6.09
O 3.67 -0.35 5.84
C 3.04 0.23 4.78
O 2.48 -0.49 3.92
O 3.27 1.59 4.83
C 2.85 2.40 3.75
H 4.54 -1.35 8.00
H 5.64 -1.66 6.74
H 4.83 -3.09 7.44
H 2.71 -2.05 6.57
H 3.87 -2.37 5.24
H 1.80 2.31 3.47
H 3.39 2.11 2.86
H 3.05 3.46 3.91
C 0.48 -3.35 4.53
C -0.82 -3.04 3.76
O -0.69 -2.32 2.53
C -0.24 -2.85 1.34
O -0.24 -2.28 0.27
O 0.18 -4.14 1.48
C 0.92 -4.78 0.37
H 0.78 -2.55 5.21
H 1.31 -3.62 3.87
H 0.28 -4.21 5.17
H -1.49 -2.47 4.40
H -1.35 -3.98 3.61
H 0.30 -4.94 -0.51
H 1.34 -5.71 0.74
H 1.83 -4.23 0.12
C 3.30 1.63 -4.84
C 1.89 2.17 -4.61
O 1.92 3.26 -3.73
C 1.37 3.13 -2.44
O 0.88 2.10 -2.00
O 1.62 4.17 -1.72
C 0.74 4.46 -0.61
H 3.84 1.62 -3.89
H 3.88 2.27 -5.51
H 3.27 0.67 -5.35
H 1.12 1.46 -4.33
H 1.53 2.54 -5.57
H 1.27 5.28 -0.12
H 0.69 3.69 0.16
H -0.25 4.81 -0.91
C 4.98 3.63 -0.12
C 4.26 2.29 -0.38
O 4.84 1.14 0.31
C 4.08 0.13 0.64
O 2.86 -0.02 0.56
O 4.86 -0.78 1.16
C 4.37 -2.03 1.54
H 6.05 3.64 -0.34
H 4.85 3.85 0.94
H 4.47 4.40 -0.69
H 4.23 1.97 -1.42
H 3.25 2.39 0.01
H 5.20 -2.71 1.74
H 3.82 -2.48 0.71
H 3.64 -2.01 2.35
C -1.80 -3.27 -3.87
C -1.38 -1.89 -3.22
O -2.52 -1.18 -2.85
C -2.47 -0.08 -2.07
O -1.54 0.49 -1.49
O -3.74 0.39 -2.10
C -4.10 1.50 -1.28
H -2.41 -3.23 -4.77
H -2.28 -3.90 -3.12
H -0.93 -3.73 -4.34
H -0.78 -1.38 -3.97
H -0.74 -2.25 -2.41
H -3.42 2.27 -1.63
H -3.88 1.35 -0.22
H -5.06 1.91 -1.61
```